Entry 1:
Formula: C4H35NO13
Source: the Open Molecules 2025 dataset
Level of theory: ωB97M-V/def2-TZVPD

Structure (ORCA input):
```
! RIJCOSX wB97M-V def2-TZVPD def2/J DEFGRID3
* xyz 0 1
O -2.8792 -0.8314 2.7042
O 2.6240 0.9922 -2.7072
O 2.3855 3.4659 1.2592
O -1.0461 -2.8300 2.8265
O -0.7107 1.8669 2.6051
O -4.0193 0.7238 -0.4496
O 0.5078 -3.3790 0.6881
O 3.3146 3.0224 -1.1568
O -3.7079 -0.7570 -2.6069
O -0.8107 -0.6945 -3.6552
O -2.2583 -2.2689 -1.2030
O 0.4573 -2.2113 -1.8615
O 2.1431 1.4099 3.0369
N 1.1784 -0.4842 1.0778
C 1.0585 0.3200 -0.1036
C 2.4342 -1.1959 1.2733
C -0.0823 0.9867 -0.3164
C -0.0993 2.1355 -1.2602
H -3.7275 -1.2938 2.6233
H -2.9688 -0.5434 -3.1970
H 1.9813 0.6680 -0.5314
H -0.5308 -1.3408 -2.9791
H 2.7106 -1.9948 0.5968
H -3.2583 -1.5425 -2.0973
H 1.6336 0.8382 2.4330
H 2.3613 2.6517 1.8163
H -1.3493 2.5521 2.8357
H 3.2524 -0.4502 1.3299
H -1.3419 -2.0440 -1.4655
H 2.9256 1.7252 -2.1155
H 1.4338 1.7256 3.6127
H -0.6022 1.9133 -2.2004
H -0.9778 0.8041 0.2775
H -1.6224 -3.5899 2.9115
H 1.4654 3.5795 1.0012
H -3.6579 1.3464 -1.0987
H 1.1556 -1.5600 -1.7112
H -2.9156 -0.3469 1.8536
H -0.0751 -3.0824 1.4380
H -1.4880 -1.9555 2.7659
H 0.4327 -2.7076 -1.0086
H -0.0242 -0.2026 -3.9565
H -2.6015 -3.1245 -1.4904
H 1.2931 -3.7722 1.0825
H -1.2140 1.2625 2.0501
H 2.4162 -1.6781 2.2518
H 0.4224 -1.1218 1.2389
H -3.9207 -0.1077 -0.9680
H -0.7800 3.0072 -0.9537
H 3.4788 0.7236 -3.0654
H 2.9312 3.8309 -1.5146
H 0.8962 2.5562 -1.3307
H 3.0709 3.1458 -0.1909
*
```

The value obtained for the highest occupied orbital energy is -8.3 eV. The calculation puts the gap between HOMO and LUMO at 8.349 eV. The molar mass is 305.32 g/mol. The electronic energy comes out at -32823.713 eV.

***

Entry 2:
Formula: C4H35NO16
Source: the Open Molecules 2025 dataset
Level of theory: ωB97M-V/def2-TZVPD

Structure (ORCA input):
```
! RIJCOSX wB97M-V def2-TZVPD def2/J DEFGRID3
* xyz 0 1
O 0.1154 -2.2561 -1.7895
O -1.2309 1.5372 -1.1051
O -3.4986 0.7752 -2.0653
O 1.5422 4.1080 1.5393
O 2.8521 -1.6560 2.4119
O -1.4447 0.4312 -3.9286
O -0.1748 1.5763 2.8228
O 1.8048 4.5999 -1.1356
O 0.4311 -4.1224 1.0546
O -3.0158 -3.4479 2.1360
O -2.6473 -0.8947 1.6659
O 0.2633 2.5409 -3.6392
O 1.5043 0.5041 -1.7661
O -3.2185 1.7582 1.3092
O -0.6839 -1.5799 3.4655
O -2.2468 -1.9957 -0.6832
N 2.5153 -1.0247 -0.7093
C 3.5285 -1.4978 0.1806
C 2.4972 1.1802 0.4247
C 2.8442 -2.1581 1.3261
C 2.1148 0.2189 -0.7328
H 2.6544 4.1232 -1.4167
H 0.3833 -1.2674 -1.7616
H 4.1188 -0.6982 0.6876
H -0.5587 1.5385 -1.8947
H -3.1504 -1.7182 -1.1222
H -4.3348 1.0421 -2.5839
H 2.2538 -1.5909 -1.5299
H 0.2687 0.8624 3.1351
H 2.2975 -3.1304 1.2234
H -3.1893 -0.2554 2.1269
H 2.0749 2.2325 0.3395
H -3.1164 0.3230 -2.8962
H 0.9500 2.6311 -4.3382
H 0.4732 -2.7504 -1.0875
H -2.1676 1.8065 1.5032
H 0.2633 -3.1369 0.8579
H -1.4035 -1.8963 3.9746
H -0.5523 -4.5608 1.2385
H 4.3205 -2.0836 -0.3809
H -1.1166 -1.1147 2.7563
H -0.5716 0.0234 -3.6537
H -3.2589 -2.5968 1.6158
H 0.4011 2.0817 2.2670
H 3.5524 1.3617 0.4556
H -3.2841 1.6593 0.3480
H 0.4388 1.7752 -3.1502
H -2.2673 -0.8799 0.8152
H -2.5377 -3.0942 2.8219
H 0.6742 4.4398 1.8227
H 1.8528 0.9717 1.3304
H -2.1158 1.4673 -1.5248
H 1.7116 4.4235 0.6188
H -1.1981 1.3297 -4.1733
H -1.4715 -2.0260 -1.1013
H 1.2741 4.3943 -1.8893
*
```

The value obtained for the highest occupied orbital energy is -10.0 eV. The calculation puts the gap between HOMO and LUMO at 9.735 eV. The molar mass is 353.32 g/mol. The electronic energy comes out at -38963.454 eV.

***

Entry 3:
Formula: C4H36BO26
Source: the Open Molecules 2025 dataset
Level of theory: ωB97M-V/def2-TZVPD

Structure (ORCA input):
```
! RIJCOSX wB97M-V def2-TZVPD def2/J DEFGRID3
* xyz -1 1
O -2.5601 -2.1104 -1.8523
O 6.2604 0.4628 0.1982
O 5.0266 0.8912 3.2626
O -0.2396 3.9903 1.6912
O 1.9918 -0.6166 3.0645
O 1.4338 1.0290 0.6866
O -1.4755 -3.9652 -0.0374
O 2.6007 0.9691 -2.5886
O -0.0422 -2.0834 -1.5528
O -0.1731 1.5364 3.1302
O 4.0261 -1.0481 -0.8245
O -4.2188 2.7109 -2.1678
O 3.4731 0.8561 0.2899
O 1.9912 -1.8651 0.8715
O 3.3801 0.3309 -4.5738
O -3.0667 -3.7508 2.4426
O -5.0725 2.6662 2.1636
O -2.6446 0.6334 -2.8441
O -2.9859 1.1017 0.4931
O -0.0949 -0.8297 0.4661
O -0.8758 1.4545 0.0409
O -4.7134 -2.2570 1.9325
O 0.7921 0.4580 -1.4562
O -2.0741 -1.6471 0.9181
O 0.5578 3.8806 -1.9492
O 0.2449 -1.2381 -4.0855
C -1.3438 -0.6801 0.7421
C 2.3638 1.1377 -0.1383
C -1.8220 0.6981 0.3843
C 1.9807 0.8144 -1.4866
B 0.2657 0.5211 -0.0660
H 3.0422 0.8579 -3.9112
H -0.2891 -1.3758 -0.9393
H -3.6869 3.1977 -1.4661
H 0.1381 4.5286 -1.5590
H 3.9827 -0.1155 -0.5681
H 0.0600 3.0726 -2.1069
H -0.8912 -4.8180 0.3812
H 0.6087 -1.3175 -3.2347
H -4.2680 -2.8770 2.5408
H -2.1374 -4.3905 -0.3621
H -3.3107 -2.6811 -1.8390
H 0.2546 1.6615 3.9870
H 1.5590 -1.2555 1.4549
H 3.7299 -0.4542 -4.1777
H 5.4622 0.9848 0.0716
H 5.2676 1.0306 2.3499
H -0.9121 1.0648 3.5252
H 0.5514 -2.1292 -4.4197
H -4.3196 -1.4941 1.6470
H -4.8802 3.0464 3.1070
H -4.2800 3.1569 -3.0195
H 5.7052 0.2636 3.2808
H -3.3617 1.0371 -2.2995
H -2.9879 -3.0199 1.8839
H 6.8472 1.2014 0.3969
H -0.5749 4.3838 0.8836
H -0.0538 3.1001 1.7871
H 3.5629 -1.5286 -0.0819
H -2.4324 -2.0134 -0.8834
H -0.4708 -2.9215 -1.1524
H 1.4392 -1.8479 0.1053
H 2.7295 -0.0359 3.0109
H 1.1788 -0.0826 3.3419
H -2.2982 -0.2318 -2.6232
H -3.6454 -4.4600 2.1167
H -4.3050 2.4115 1.6169
*
```

The value obtained for the highest occupied orbital energy is -6.8 eV. The calculation puts the gap between HOMO and LUMO at 8.140 eV. The molar mass is 511.12 g/mol. The electronic energy comes out at -58644.136 eV.

***

Result set for energy relative to the best compared isomer or geometry (same formula, charge and spin): 56.7; 152.4; 238.5 kcal per mole, one per record in the order listed.
Result set for lowest unoccupied orbital energy: 0.01; -0.26; 1.32 eV, one per record in the order listed.